Model one:
Formula: C8H11NO4S
Source: the OMol25 dataset
Level of theory: ωB97M-V/def2-TZVPD

Bonds (Å) are listed after each position.
Cartesian coordinates (Å):
1 C -2.7972 -1.7114 -0.2348  C2 1.385, C3 1.385, H15 1.080
2 C -1.5688 -2.1730 0.2093  C1 1.385, C4 1.381, H16 1.078
3 C -2.9729 -0.3635 -0.5010  C1 1.385, C5 1.383, H17 1.080
4 C -0.5205 -1.2919 0.3882  C2 1.381, C6 1.398, H18 1.079
5 C -1.9199 0.5210 -0.3508  C3 1.383, C6 1.395, H19 1.078
6 C -0.6778 0.0656 0.0925  C4 1.398, C5 1.395, C8 1.465
7 C 0.7258 2.0412 -0.7099  C8 1.478, H20 1.091, H21 1.087, H22 1.086
8 C 0.4788 0.9501 0.2557  C6 1.465, C7 1.478, N9 1.296
9 N 1.2039 0.8845 1.3275  C8 1.296, H23 1.105, H25 1.014
10 O 3.5206 -1.4215 1.0222  S14 1.625, H24 0.955
11 O 3.5246 0.9494 0.5195  S14 1.476
12 O 4.5152 -0.6224 -1.0670  S14 1.427
13 O 2.1000 -0.5609 -0.7408  S14 1.453
14 S 3.4257 -0.3415 -0.1885  O10 1.625, O11 1.476, O12 1.427, O13 1.453
15 H -3.6162 -2.4008 -0.3768  C1 1.080
16 H -1.4289 -3.2214 0.4195  C2 1.078
17 H -3.9328 0.0020 -0.8337  C3 1.080
18 H 0.4542 -1.6496 0.6806  C4 1.079
19 H -2.0739 1.5708 -0.5435  C5 1.078
20 H -0.1276 2.7205 -0.7284  C7 1.091
21 H 0.8410 1.6152 -1.7037  C7 1.087
22 H 1.6271 2.5842 -0.4411  C7 1.086
23 H 2.2739 1.0973 1.1545  N9 1.105
24 H 3.7386 -2.2179 0.5428  O10 0.955
25 H 1.0214 0.1186 1.9664  N9 1.014

As for the gap between HOMO and LUMO: 9.52 eV. Its multiplicity is 1.

Atomic partial charges in e from the Löwdin method, atoms 1 to 2: -0.070, -0.058


Model two:
Formula: C8H11NO4S
Source: the OMol25 dataset
Level of theory: ωB97M-V/def2-TZVPD

Bonds (Å) are listed after each position.
Cartesian coordinates (Å):
1 C 2.2110 0.1165 0.2242  C3 1.586, N9 1.696, O10 1.432, O11 1.206
2 C 0.7386 -1.7061 -0.3406  C4 1.613, O10 1.309, O12 1.218
3 C 1.5764 0.9212 1.4344  C1 1.586, C5 1.454, H15 1.113, H16 1.107
4 C -0.0832 -0.3963 -0.7984  C2 1.613, C6 1.509, N9 1.511, H17 1.176
5 C 0.6160 1.6148 0.5919  C3 1.454, N9 1.526, S14 1.853, H18 1.058
6 C -1.3876 -0.1379 -0.0852  C4 1.509, C7 1.558, C8 1.486, S14 1.895
7 C -1.5686 -1.1565 1.0794  C6 1.558, H19 1.032, H20 1.160, H21 1.114
8 C -2.4960 -0.0150 -1.0668  C6 1.486, H22 1.150, H23 1.129, H24 1.123
9 N 0.8910 0.7475 -0.6333  C1 1.696, C4 1.511, C5 1.526, O13 1.382
10 O 1.8226 -1.2618 0.2425  C1 1.432, C2 1.309
11 O 3.2337 0.4328 -0.3306  C1 1.206
12 O 0.4649 -2.8721 -0.5646  C2 1.218
13 O 1.4541 1.4163 -1.7036  N9 1.382, H25 1.037
14 S -1.2180 1.5109 0.8332  C5 1.853, C6 1.895
15 H 1.2056 0.0817 2.0633  C3 1.113
16 H 2.2666 1.5826 1.9921  C3 1.107
17 H -0.2507 -0.4263 -1.9619  C4 1.176
18 H 0.9807 2.5965 0.4384  C5 1.058
19 H -2.4113 -0.8865 1.6096  C7 1.032
20 H -0.7248 -1.0661 1.8700  C7 1.160
21 H -1.5867 -2.2353 0.8032  C7 1.114
22 H -3.4495 0.2250 -0.4701  C8 1.150
23 H -2.4433 -0.9307 -1.7245  C8 1.129
24 H -2.2822 0.7400 -1.8700  C8 1.123
25 H 2.4406 1.1047 -1.6326  O13 1.037

As for the gap between HOMO and LUMO: 9.99 eV. Its multiplicity is 1. Its SMILES is CC1(C)S[C@H]2C[C@@]3([O-])OC(=O)[C@@H]1[N@@+]23O.

Atomic partial charges in e from the Löwdin method, atoms 1 to 2: -0.569, -0.410


Most stable = model one


Model one:
Formula: C6H6N2O2S
Source: the OMol25 dataset
Level of theory: ωB97M-V/def2-TZVPD

Bonds (Å) are listed after each position.
Cartesian coordinates (Å):
1 C -1.2122 -0.3108 2.7081  N7 1.277, S11 1.770, H12 1.036
2 C -0.8250 -0.5695 0.6449  C3 1.346, N7 1.342
3 C -0.5095 0.7387 0.6350  C2 1.346, C5 1.490, S11 1.775
4 C 1.0421 -1.4820 -0.8452  C6 1.508, O9 1.337, O10 1.229
5 C 0.0870 1.5130 -0.4899  C3 1.490, N8 1.490, H13 1.129, H14 1.027
6 C 0.0424 -0.6950 -1.6538  C4 1.508, N8 1.415, H15 1.038
7 N -1.1542 -1.1935 1.7864  C1 1.277, C2 1.342
8 N -0.0695 0.7131 -1.7371  C5 1.490, C6 1.415, H16 1.026
9 O 2.0138 -0.8090 -0.2204  C4 1.337, H17 0.910
10 O 0.9544 -2.7058 -0.9213  C4 1.229
11 S -0.7815 1.3511 2.2790  C1 1.770, C3 1.775
12 H -1.3630 -0.4721 3.7204  C1 1.036
13 H -0.2228 2.5989 -0.5091  C5 1.129
14 H 1.0763 1.4552 -0.2202  C5 1.027
15 H -0.6423 -1.2598 -2.1916  C6 1.038
16 H -0.7396 1.1739 -2.3618  N8 1.026
17 H 2.3035 -0.0463 -0.6235  O9 0.910

As for the gap between HOMO and LUMO (alpha / beta): 8.15 / 7.59 eV. Its multiplicity is 1.

Atomic partial charges in e from the Löwdin method, atoms 1 to 2: -0.451, -0.136


Model two:
Formula: C6H6N2O2S
Source: the OMol25 dataset
Level of theory: ωB97M-V/def2-TZVPD

Bonds (Å) are listed after each position.
Cartesian coordinates (Å):
1 C -1.6198 1.4816 1.6427  C2 1.405, C3 1.413, H12 1.111
2 C -1.7492 0.0984 1.4314  C1 1.405, C4 1.387, H13 1.188
3 C -0.4323 2.1388 1.2495  C1 1.413, C5 1.365, H14 1.097
4 C -0.7063 -0.6078 0.8506  C2 1.387, C6 1.404, H15 1.042
5 C 0.5467 1.3769 0.6793  C3 1.365, C6 1.380, H16 1.086
6 C 0.4872 0.0168 0.4563  C4 1.404, C5 1.380, S11 1.751
7 N 1.6281 -0.9920 -2.0386  N8 1.388, S11 1.942, H17 0.931
8 N 1.1394 -2.1764 -2.5734  N7 1.388, O9 1.207, O10 1.201
9 O 1.0050 -2.2408 -3.7717  N8 1.207
10 O 0.7480 -3.0201 -1.8132  N8 1.201
11 S 1.8601 -0.9095 -0.1119  C6 1.751, N7 1.942
12 H -2.4286 2.1373 2.0314  C1 1.111
13 H -2.7341 -0.3638 1.9099  C2 1.188
14 H -0.3028 3.2246 1.3315  C3 1.097
15 H -0.9011 -1.6303 0.7950  C4 1.042
16 H 1.5484 1.6746 0.3850  C5 1.086
17 H 1.9113 -0.2083 -2.4539  N7 0.931

As for the gap between HOMO and LUMO: 9.43 eV. Its multiplicity is 1. Its SMILES is O=[N+]([O-])NSc1ccccc1.

Atomic partial charges in e from the Löwdin method, atoms 1 to 2: -0.075, -0.084


Most stable = model one